ORCA calculation (ωB97M-V with the def2-TZVPD basis set) on 3 unconnected molecules or ions with the total composition C2H12N2O2 in a non-equilibrium geometry.

```
18
Properties=species:S:1:pos:R:3:nbo_charge:R:1
C -2.23 -0.41 0.97 -0.4282
N -1.51 0.25 -0.12 -0.6710
C -0.35 -0.58 -0.61 -0.0513
N 0.92 -0.24 0.04 -0.8851
H -3.22 -0.80 0.71 0.1904
H -1.69 -1.32 1.26 0.1916
H -2.40 0.23 1.88 0.1929
H -2.07 0.54 -0.92 0.3726
H -0.22 -0.42 -1.73 0.1835
H -0.60 -1.62 -0.48 0.1597
H 1.53 0.32 -0.54 0.3737
H 0.76 0.19 0.98 0.3757
H 1.83 -2.64 0.59 0.4750
H 2.97 -2.36 -0.30 0.4654
O 2.64 -3.12 0.23 -0.9430
H -0.02 3.04 -0.29 0.4647
H -0.56 4.32 -0.37 0.4580
O 0.27 3.93 -0.52 -0.9246
```

The value obtained for the orbital gap is 10.1 eV. Its SMILES is CNCN.O.O. The charge is 0.


ORCA calculation (ωB97M-V with the def2-TZVPD basis set) on a molecular structure, C21H36P2Sn in a non-equilibrium geometry.

```
60
Properties=species:S:1:pos:R:3:nbo_charge:R:1
P -0.66 -2.76 -2.41 1.3665
P 1.91 -2.66 -0.50 0.8791
C 0.77 -3.86 -2.78 -0.7488
C 1.60 -4.16 -1.53 -0.7261
H 1.37 -3.37 -3.56 0.2524
H 0.33 -4.78 -3.19 0.2639
H 1.12 -4.91 -0.89 0.2386
H 2.59 -4.55 -1.82 0.2511
C 3.38 -2.05 -1.43 -0.9423
H 3.89 -1.27 -0.86 0.2548
H 3.08 -1.64 -2.40 0.2357
H 4.05 -2.91 -1.58 0.2385
C 2.68 -3.54 0.91 -0.9344
H 3.52 -4.14 0.52 0.2422
H 1.92 -4.20 1.37 0.2446
H 3.03 -2.81 1.66 0.2538
C -1.19 -2.41 -4.11 -0.9792
H -2.09 -1.78 -4.09 0.2693
H -1.39 -3.38 -4.59 0.2738
H -0.37 -1.88 -4.63 0.2675
C -1.83 -4.00 -1.78 -0.9865
H -1.52 -4.37 -0.79 0.2668
H -1.84 -4.83 -2.50 0.2681
H -2.83 -3.56 -1.69 0.2659
Sn -2.76 3.11 2.41 1.5098
C 0.61 0.19 1.37 -0.1877
C 1.19 0.85 0.36 -0.1944
C 1.15 0.51 -1.11 -0.4597
C 0.04 1.26 -1.87 -0.4511
C -1.35 0.96 -1.41 -0.1648
C -1.81 -0.03 -0.63 -0.2327
C -1.05 -1.18 -0.04 -0.5275
C -0.43 -0.89 1.35 -0.4384
C -3.91 4.23 0.91 -1.0840
H 0.80 0.57 2.38 0.2121
H 1.68 1.81 0.58 0.2162
H 1.03 -0.57 -1.26 0.2011
H 2.14 0.72 -1.55 0.2340
H 0.27 2.34 -1.78 0.2277
H 0.10 1.04 -2.96 0.2297
H -2.08 1.74 -1.70 0.2100
H -2.86 0.03 -0.30 0.2062
H -0.21 -1.49 -0.69 0.2453
H -1.73 -2.04 0.05 0.2153
H -1.27 -0.61 2.01 0.2187
H -0.03 -1.82 1.80 0.2326
H -4.66 4.83 1.44 0.2672
H -4.44 3.57 0.20 0.2614
H -3.18 4.86 0.39 0.2548
C 0.62 5.90 4.52 -0.1499
C 0.67 5.99 3.13 -0.1805
C -0.04 5.05 2.36 -0.2316
C -0.86 4.11 3.01 -0.4218
C -0.64 3.85 4.37 -0.2408
C 0.02 4.81 5.16 -0.2002
H 1.06 6.68 5.12 0.2428
H 1.27 6.77 2.64 0.2487
H 0.07 5.07 1.27 0.2367
H -0.99 2.94 4.85 0.2300
H 0.08 4.68 6.24 0.2495
```

The value obtained for the orbital gap (alpha / beta) is 5.3 / 5.3 eV. The charge is +2.


ORCA calculation (ωB97M-V with the def2-TZVPD basis set) on 2 unconnected molecules or ions with the total composition C4H15N2O in a non-equilibrium geometry.

```
22
Properties=species:S:1:pos:R:3:nbo_charge:R:1
C -0.62 -0.17 -2.18 -0.6626
C -0.45 0.03 -0.68 -0.1601
C 1.10 -0.25 -0.27 -0.4288
C 1.15 -0.95 1.11 -0.2607
N 0.28 -0.46 2.16 -0.8578
N -1.34 -0.93 0.10 -1.0744
H -0.13 0.58 -2.83 0.2211
H -1.70 -0.21 -2.39 0.2182
H -0.28 -1.17 -2.44 0.2130
H -0.80 0.99 -0.34 0.2331
H 1.69 0.64 -0.10 0.2174
H 1.54 -0.96 -0.99 0.2212
H 0.83 -1.98 0.98 0.1772
H 2.20 -0.94 1.53 0.1780
H 0.63 -0.87 3.05 0.3745
H -1.20 -0.75 1.08 0.4375
H 0.57 0.52 2.21 0.3576
H -1.25 -1.94 -0.13 0.2929
H -2.30 -0.72 -0.13 0.3131
H -0.65 3.27 0.49 0.4736
H 0.59 3.45 -0.40 0.4784
O 0.12 2.81 0.18 -0.9625
```

The value obtained for the orbital gap (alpha / beta) is 3.3 / 10.5 eV. Its spin multiplicity is 2. The expectation value of S² is 0.75. The charge is 0.


ORCA calculation (ωB97M-V with the def2-TZVPD basis set) on 2 unconnected molecules or ions with the total composition C4H11N3O in a non-equilibrium geometry.

```
19
Properties=species:S:1:pos:R:3:nbo_charge:R:1
N -2.65 -1.41 -0.01 -0.8544
C -2.30 -0.08 0.04 0.5704
N -2.15 0.49 -1.25 -0.8517
N -2.02 0.59 1.10 -0.7594
H -3.40 -1.73 0.66 0.3926
H -2.80 -1.88 -0.89 0.3861
H -2.90 0.33 -1.96 0.3814
H -1.94 1.49 -1.18 0.3954
H -2.01 -0.01 1.92 0.3434
O 4.57 0.53 -0.32 -0.5304
C 3.52 0.80 0.29 0.4303
C 2.14 0.54 -0.34 -0.5041
C 1.30 -0.50 0.41 -0.5997
H 3.59 1.18 1.35 0.1168
H 2.25 0.28 -1.44 0.2243
H 1.59 1.50 -0.28 0.2200
H 1.57 -1.51 0.22 0.2097
H 0.25 -0.32 0.16 0.2306
H 1.40 -0.27 1.52 0.1987
```

The value obtained for the orbital gap is 10.0 eV. Its SMILES is N=C(N)N.CCC=O. The charge is 0.


Q: charge of number 2 (C21H36P2Sn)?
A: +2